# 1
Here is the molecule C4H5NO from OMol25. Energies are from ωB97M-V with the def2-TZVPD basis set.

Properties
Structure (SMILES): C=C[C@H]1NC1=O
Highest occupied orbital energy: -9.67 eV
Orbital gap: 10.6 eV

Element x y z (Å)
O 1.13235 -2.06866 -0.42401
C 0.11923 -1.41895 -0.44388
C 1.05971 1.13981 0.61712
C -0.25054 0.91913 0.53419
C -0.80349 -0.42500 0.18779
N -0.87367 -0.97077 -1.20289
H 1.46755 2.10736 0.89276
H 1.77169 0.33979 0.43264
H -0.95554 1.71138 0.78560
H -1.67600 -0.72769 0.76505
H -0.98429 -0.60126 -2.13456

Atoms 1-2, force components in eV/Å:
O -0.58 0.30 0.01
C 0.24 -0.19 0.00

Löwdin population analysis, charges in e, atoms 1 to 4: number 1, O, carries 0.09; number 2, C, carries -0.47; number 3, C, carries 0.04; number 4, C, carries -0.13

---

# 2
Here is the molecule C4H5NO from OMol25. Energies are from ωB97M-V with the def2-TZVPD basis set.

Properties
Highest occupied orbital energy: -8.22 eV
Orbital gap: 8.3 eV

Element x y z (Å)
O -1.04622 1.66627 0.87301
C -0.09011 0.90678 0.21137
C -0.30539 0.53754 -1.21636
C 0.16043 -0.77838 -1.25859
C 0.43934 -1.26577 0.03223
N 0.23013 -0.33312 0.94570
H -1.69904 1.87109 0.19006
H 0.86394 1.45522 0.10742
H 0.23189 -1.39695 -2.14626
H 0.78369 -2.25503 0.32915
H 0.43132 -0.40764 1.93228

Atoms 1-2, force components in eV/Å:
O -0.17 -0.01 -0.18
C 0.21 0.08 -0.12

Löwdin population analysis, charges in e, atoms 1 to 4: number 1, O, carries -0.01; number 2, C, carries -0.48; number 3, C, carries 0.02; number 4, C, carries -0.15

---

# 3
Here is a cluster of 2 separate species, C4H5NO in total at a distorted geometry from OMol25. Energies are from ωB97M-V with the def2-TZVPD basis set.

Properties
Structure (SMILES): C=C=C=O.C=N
Highest occupied orbital energy: -8.35 eV
Orbital gap: 8.5 eV

Element x y z (Å)
C 0.41937 -1.15431 -1.81064
N -0.29675 -0.79973 -0.82554
C 0.13408 1.43218 -0.07127
O 0.31557 1.94117 -1.10892
C -0.31137 1.30511 1.14163
C -0.23722 0.65173 2.26651
H 0.19634 -2.07516 -2.38041
H 0.54513 -0.07311 2.47013
H 1.17589 -0.39865 -2.01741
H -0.98250 -1.53812 -0.73615
H -0.95853 0.70890 3.07206

Atoms 1-2, force components in eV/Å:
C -0.23 0.90 0.44
N -0.25 -1.26 -0.66

Löwdin population analysis, charges in e, atoms 1 to 4: number 1, C, carries -0.07; number 2, N, carries 0.04; number 3, C, carries -0.29; number 4, O, carries 0.12

---

# 4
Here is the molecule C4H5NO at a distorted geometry from OMol25. Energies are from ωB97M-V with the def2-TZVPD basis set.

Properties
Structure (SMILES): N#CC[C@H]1CO1
Highest occupied orbital energy: -10.97 eV
Orbital gap: 11.8 eV

Element x y z (Å)
N 2.85201 0.58508 0.27492
C 1.91920 -0.06144 0.05308
C 0.69044 -0.82466 -0.17915
C -0.48613 -0.11857 0.46788
C -1.28256 0.88618 -0.22923
O -1.76078 -0.44204 -0.04507
H 0.80431 -1.82354 0.25568
H 0.52773 -0.95414 -1.25387
H -0.42546 -0.05539 1.55443
H -1.79625 1.64608 0.35498
H -1.04251 1.16243 -1.25366

Atoms 1-2, force components in eV/Å:
N -0.88 -0.67 -0.25
C 0.84 0.62 0.22

Löwdin population analysis, charges in e, atoms 1 to 4: number 1, N, carries 0.14; number 2, C, carries -0.22; number 3, C, carries -0.12; number 4, C, carries -0.32

---

# 5
Here is the molecule C4H5NO from OMol25. Energies are from ωB97M-V with the def2-TZVPD basis set.

Properties
Structure (SMILES): O=C1C[C@H]2N[C@@H]12
Highest occupied orbital energy: -9.32 eV
Orbital gap: 10.4 eV

Element x y z (Å)
O 0.84672 -0.74817 2.00144
C 0.60295 -0.19885 0.96392
C 0.94047 -0.50420 -0.50408
C -0.33041 0.29055 -0.85350
N -1.49848 0.07222 -0.03377
C -0.43725 0.85188 0.53507
H 1.85427 0.05805 -0.77541
H 1.04291 -1.53760 -0.83729
H -0.54120 0.77938 -1.79741
H -1.80625 -0.77767 0.40925
H -0.62570 1.86962 0.85848

Atoms 1-2, force components in eV/Å:
O 0.13 0.53 -0.39
C -0.05 -0.30 0.35

Löwdin population analysis, charges in e, atoms 1 to 4: number 1, O, carries 0.11; number 2, C, carries -0.34; number 3, C, carries -0.04; number 4, C, carries -0.23

---

# 6
Here is a structure of composition C4H5NO at a distorted geometry from OMol25. Energies are from ωB97M-V with the def2-TZVPD basis set.

Properties
Highest occupied orbital energy: -10.74 eV
Orbital gap: 10.9 eV

Element x y z (Å)
C 0.55526 1.06388 -0.95784
C 0.19470 -0.34553 -0.44793
C -0.70696 -0.24989 0.68395
O -1.52286 0.62867 0.87002
C -0.44288 -1.29801 1.64868
N -0.10160 -1.96436 2.52521
H -0.00265 1.77179 -0.35208
H 0.27739 1.24256 -1.97773
H 1.61979 1.34421 -0.87396
H 1.01160 -1.07238 -0.49774
H -0.88179 -1.12094 -0.62057

Atoms 1-2, force components in eV/Å:
C -0.53 -0.18 -0.38
C -1.13 -0.51 -0.51

Löwdin population analysis, charges in e, atoms 1 to 4: number 1, C, carries -0.06; number 2, C, carries -0.11; number 3, C, carries -0.57; number 4, O, carries 0.09

---

# 7
Here is the molecule C4H5NO at a distorted geometry from OMol25. Energies are from ωB97M-V with the def2-TZVPD basis set.

Properties
Highest occupied orbital energy: -8.39 eV
Orbital gap: 8.2 eV

Element x y z (Å)
O 1.49064 -0.08658 -1.54334
C 1.08178 -0.51037 -0.49834
N -0.56879 -0.78991 -0.28233
C -1.03974 0.59820 -0.58406
C 0.00251 0.52383 0.41292
C 0.53372 0.95691 1.55775
H 1.58010 -1.22202 0.16526
H -1.10204 -1.35846 0.38103
H -0.83871 0.86875 -1.61864
H -2.03794 0.84306 -0.22715
H 0.89847 0.17657 2.23690

Atoms 1-2, force components in eV/Å:
O -0.46 -0.36 0.50
C 0.33 -0.62 -0.44

Löwdin population analysis, charges in e, atoms 1 to 4: number 1, O, carries 0.06; number 2, C, carries -0.30; number 3, N, carries 0.07; number 4, C, carries -0.07

---

# 8
Here is the molecule C4H5NO at a distorted geometry from OMol25. Energies are from ωB97M-V with the def2-TZVPD basis set.

Properties
Structure (SMILES): C=C1CN=CO1
Highest occupied orbital energy: -9.14 eV
Orbital gap: 10.1 eV

Element x y z (Å)
C -1.95580 -0.86891 0.00730
C 0.25809 -0.53653 -0.04953
C 1.55271 -0.64885 0.04512
C -0.76206 0.94635 -0.03777
N -2.04878 0.37446 0.05193
O -0.72516 -1.44455 -0.01956
H -2.90402 -1.39880 -0.06298
H 1.94244 -1.64424 -0.16331
H 2.23258 0.24950 0.23449
H -0.69598 1.71661 0.85500
H -0.42704 1.55014 -0.84745

Atoms 1-2, force components in eV/Å:
C -0.92 0.60 -0.19
C -3.05 5.43 1.29

Löwdin population analysis, charges in e, atoms 1 to 4: number 1, C, carries -0.21; number 2, C, carries -0.28; number 3, C, carries 0.03; number 4, C, carries -0.10

---

# 9
Here is the molecule C4H5NO at a distorted geometry from OMol25. Energies are from ωB97M-V with the def2-TZVPD basis set.

Properties
Structure (SMILES): C[C@H]1O[C@H]1C#N
Highest occupied orbital energy: -11.05 eV
Orbital gap: 11.9 eV

Element x y z (Å)
C 0.43454 -0.89505 1.05589
C -0.21823 -0.63548 -0.28246
O -1.38185 0.17901 -0.22664
C -0.29591 0.66125 -0.98687
C 0.47484 1.80515 -0.52571
N 1.18386 2.68042 -0.26195
H 1.03929 -1.80487 1.02492
H 1.05558 -0.07210 1.41897
H -0.36516 -1.05390 1.78609
H -0.29125 -1.50151 -0.94107
H -0.49022 0.69411 -2.05964

Atoms 1-2, force components in eV/Å:
C 0.07 0.03 -0.01
C 0.08 -0.28 0.06

Löwdin population analysis, charges in e, atoms 1 to 4: number 1, C, carries -0.02; number 2, C, carries -0.29; number 3, O, carries 0.01; number 4, C, carries -0.26

---

# 10
Here is the molecule C4H5NO at a distorted geometry from OMol25. Energies are from ωB97M-V with the def2-TZVPD basis set.

Properties
Structure (SMILES): C=C[C@H](O)C#N
Highest occupied orbital energy: -10.57 eV
Orbital gap: 11.3 eV

Element x y z (Å)
O -0.55476 1.32330 -0.87029
C -0.28341 0.74629 0.38351
C -0.39183 -1.52395 -0.66936
C -0.27306 -0.76646 0.40989
C 1.07350 1.15594 0.82456
N 2.19323 1.37718 1.01480
H 0.29069 1.45341 -1.31849
H -1.05752 1.10988 1.07110
H -0.33956 -2.60524 -0.59697
H -0.54624 -1.08102 -1.64889
H -0.11104 -1.18934 1.40015

Atoms 1-2, force components in eV/Å:
O 0.15 -0.01 -0.13
C 0.09 -0.06 0.18

Löwdin population analysis, charges in e, atoms 1 to 4: number 1, O, carries -0.01; number 2, C, carries -0.39; number 3, C, carries 0.03; number 4, C, carries -0.14